Below is C17H37AlCl33O as an isolated structure, with properties calculated with the ωB97M-V functional and the def2-TZVPD basis.

Results
2S+1: 1
Highest occupied orbital energy (eV): -5.36
Frontier orbital gap (Ha): 0.253
Net charge: -1

Geometry (Å):
C -2.35 2.64 2.08
Al -4.28 2.27 2.32
O -5.22 3.59 1.69
Cl -4.72 0.42 1.12
H -2.06 3.57 2.56
H -2.16 2.74 1.00
H -1.71 1.82 2.43
H -4.73 1.97 3.84
H -4.84 3.93 0.88
C -4.21 2.21 7.06
Cl -2.81 1.41 6.36
Cl -4.36 3.90 6.56
H -5.10 1.68 6.72
H -4.12 2.19 8.13
C 0.71 5.16 3.63
Cl 0.15 5.20 1.97
Cl 2.35 4.50 3.79
H 0.71 6.16 4.04
H 0.04 4.51 4.19
C -3.35 0.67 -2.07
Cl -1.84 0.82 -1.18
Cl -3.54 1.95 -3.29
H -3.35 -0.28 -2.58
H -4.16 0.74 -1.35
C 0.30 2.37 -3.74
Cl 1.57 1.65 -2.76
Cl 0.54 2.06 -5.47
H -0.65 1.93 -3.44
H 0.30 3.44 -3.59
C -3.72 -3.64 -1.63
Cl -4.92 -2.43 -2.12
Cl -2.53 -2.97 -0.50
H -4.24 -4.45 -1.14
H -3.20 -3.98 -2.51
C 4.65 -0.16 -1.29
Cl 3.49 0.64 -0.24
Cl 6.16 -0.57 -0.43
H 4.21 -1.08 -1.66
H 4.90 0.51 -2.10
C 1.79 -1.49 -5.67
Cl 2.05 -2.28 -4.11
Cl 3.24 -1.52 -6.68
H 1.01 -2.03 -6.19
H 1.52 -0.46 -5.50
C -4.07 -7.64 -2.53
Cl -5.30 -6.47 -3.04
Cl -2.95 -6.97 -1.34
H -4.57 -8.49 -2.09
H -3.50 -7.92 -3.41
C 7.62 -0.05 -3.69
Cl 6.36 -1.09 -4.37
Cl 7.16 1.66 -3.74
H 7.76 -0.33 -2.65
H 8.52 -0.18 -4.27
C 2.04 1.43 5.95
Cl 0.65 2.27 6.65
Cl 3.02 0.62 7.18
H 1.66 0.69 5.26
H 2.66 2.17 5.45
C 0.03 -4.89 -2.27
Cl -0.80 -5.26 -3.80
Cl 1.74 -5.35 -2.32
H -0.05 -3.83 -2.09
H -0.46 -5.46 -1.49
C -8.45 -8.45 -2.28
Cl -8.86 -8.63 -0.58
Cl -7.16 -9.55 -2.79
H -9.33 -8.68 -2.87
H -8.11 -7.44 -2.45
C 0.45 3.23 10.21
Cl 1.89 2.61 11.03
Cl 0.06 4.88 10.72
H 0.64 3.23 9.15
H -0.39 2.60 10.47
C 8.57 2.11 -7.04
Cl 9.97 1.39 -6.22
Cl 8.57 1.78 -8.78
H 7.67 1.69 -6.61
H 8.62 3.18 -6.89
C 1.13 -3.71 -9.89
Cl -0.07 -2.85 -8.90
Cl 2.62 -4.05 -9.00
H 0.69 -4.65 -10.20
H 1.38 -3.08 -10.73
C 2.19 7.92 11.32
Cl 1.51 9.51 10.98
Cl 3.03 7.87 12.88
H 1.39 7.20 11.35
H 2.91 7.68 10.55

Mulliken population analysis, charges in e, atoms 1 to 5: -0.476 0.125 -0.553 -0.405 -0.081

=====

Below is a 5-piece molecular cluster, C17H37BI2NO4 overall at a distorted geometry, with properties calculated with the ωB97M-V functional and the def2-TZVPD basis.

Results
2S+1: 1
Highest occupied orbital energy (eV): -5.11
Frontier orbital gap (Ha): 0.276
Net charge: -1

Geometry (Å):
C -2.02 4.01 -0.20
C -0.76 3.40 -0.80
I -0.68 4.19 -2.84
C 0.59 3.69 -0.13
I 0.43 4.82 1.75
B 1.49 2.33 0.06
C 0.79 1.16 0.99
C 1.24 -0.19 0.43
N 1.20 -1.30 1.42
H -2.87 3.70 -0.81
H -2.19 3.65 0.81
H -1.99 5.10 -0.26
H -0.92 2.33 -0.85
H 1.15 4.35 -0.77
H 1.68 1.89 -1.08
H 2.58 2.60 0.55
H 1.12 1.24 2.02
H -0.31 1.17 0.98
H 2.29 -0.07 0.16
H 0.67 -0.42 -0.46
H 0.29 -1.75 1.33
H 1.86 -2.04 1.16
C -1.71 -5.20 2.54
C -0.34 -4.55 2.58
O 0.55 -4.93 1.86
C -0.15 -3.42 3.55
H -1.71 -6.00 1.80
H -1.95 -5.62 3.52
H -2.46 -4.46 2.27
H -0.34 -3.76 4.57
H -0.85 -2.60 3.33
H 0.86 -3.03 3.49
C 2.19 1.05 6.67
C 1.84 0.31 5.39
O 0.86 -0.39 5.33
C 2.79 0.49 4.23
H 1.44 0.84 7.43
H 3.17 0.72 7.03
H 2.22 2.12 6.48
H 3.78 0.14 4.51
H 2.84 1.55 3.95
H 2.43 -0.07 3.37
C 1.66 -3.96 -3.51
C 1.38 -3.36 -2.15
O 1.47 -2.17 -1.96
C 0.98 -4.29 -1.04
H 1.93 -3.18 -4.21
H 2.47 -4.68 -3.44
H 0.76 -4.47 -3.88
H 1.76 -5.02 -0.85
H 0.05 -4.81 -1.29
H 0.83 -3.71 -0.13
C -4.35 4.16 -6.70
C -3.65 2.83 -6.89
O -4.07 2.01 -7.68
C -2.42 2.59 -6.06
H -5.22 4.21 -7.35
H -4.67 4.26 -5.67
H -3.67 4.97 -6.95
H -2.67 2.64 -5.00
H -1.67 3.35 -6.28
H -2.01 1.61 -6.29

Mulliken population analysis, charges in e, atoms 1 to 5: -1.657 0.031 -0.030 -0.933 -0.168

=====

Below is a 3-piece molecular cluster, C17H38Br2N3O3 overall at a distorted geometry, with properties calculated with the ωB97M-V functional and the def2-TZVPD basis.

Results
2S+1: 1
Highest occupied orbital energy (eV): -11.84
Frontier orbital gap (Ha): 0.317
Net charge: +1

Geometry (Å):
C -0.25 -0.84 1.71
C -1.04 0.63 1.83
N -1.72 0.83 3.01
C -1.02 1.72 0.61
N 0.34 2.42 0.42
N 1.21 2.13 1.46
C 0.92 1.78 -0.83
C 2.49 2.08 -1.14
C 3.53 0.86 -0.66
O 3.03 3.35 -0.66
C 0.01 3.90 0.26
Br 0.17 4.89 -1.52
C -0.51 4.79 1.37
C -0.83 6.40 1.10
Br -0.86 4.11 3.22
H -0.06 -1.16 0.60
H -0.93 -1.69 2.18
H 0.76 -0.82 2.32
H -1.59 0.01 3.63
H -1.91 2.47 0.75
H -1.27 1.11 -0.38
H 1.90 2.89 1.65
H 1.65 1.19 1.37
H 0.83 0.60 -0.64
H 0.26 1.97 -1.80
H 2.60 2.10 -2.33
H 2.96 -0.13 -0.41
H 4.19 1.20 0.28
H 4.30 0.66 -1.54
H 3.50 3.27 0.22
H -1.62 6.51 0.22
H -1.15 6.98 2.07
H 0.17 6.92 0.72
C 1.90 -5.50 1.31
C 2.24 -4.49 2.40
O 1.11 -3.75 2.85
C 0.03 -4.50 3.41
C 0.43 -5.30 4.63
H 1.45 -4.99 0.45
H 2.81 -6.02 0.98
H 1.19 -6.25 1.65
H 2.95 -3.77 2.00
H 2.73 -4.98 3.25
H -0.42 -5.14 2.64
H -0.74 -3.77 3.70
H 1.19 -6.05 4.40
H -0.44 -5.83 5.04
H 0.84 -4.64 5.41
C -3.15 1.74 -4.88
C -1.78 1.18 -4.54
O -1.74 0.50 -3.28
C -2.60 -0.62 -3.14
C -2.32 -1.73 -4.15
H -3.48 2.43 -4.10
H -3.11 2.27 -5.84
H -3.90 0.95 -4.97
H -1.06 2.01 -4.47
H -1.41 0.52 -5.33
H -3.64 -0.31 -3.18
H -2.43 -1.02 -2.13
H -2.47 -1.39 -5.17
H -2.98 -2.58 -3.97
H -1.28 -2.07 -4.06

Mulliken population analysis, charges in e, atoms 1 to 5: -0.993 0.548 -0.636 0.155 1.265

=====

Below is a 3-piece molecular cluster, C17H38F4NO9P2S overall at a distorted geometry, with properties calculated with the ωB97M-V functional and the def2-TZVPD basis.

Results
2S+1: 1
Highest occupied orbital energy (eV): -11.85
Frontier orbital gap (Ha): 0.291
Net charge: +1

Geometry (Å):
N -0.90 0.38 2.41
C -1.09 -0.70 1.48
O -1.14 -0.52 0.29
C -1.20 -2.11 2.05
C -2.60 -2.71 1.89
S -3.83 -2.16 3.10
C -4.63 -0.58 2.54
F -3.74 0.40 2.57
F -5.54 -0.30 3.46
C -5.33 -0.68 1.14
F -5.22 0.54 0.60
F -6.63 -0.92 1.32
H 0.05 0.71 2.20
H -1.50 1.15 2.13
H -0.86 -2.09 3.09
H -0.52 -2.75 1.49
H -2.49 -3.79 2.07
H -2.96 -2.63 0.87
H -3.12 -1.79 4.19
H -4.91 -1.44 0.47
O -3.53 -1.73 -4.33
P -3.41 -0.31 -4.77
O -2.97 -0.36 -6.33
C -3.91 -0.84 -7.31
C -4.96 0.20 -7.64
O -1.97 0.10 -4.08
C -1.47 -0.61 -2.95
C -0.37 -1.56 -3.38
O -3.88 1.25 -4.80
C -4.05 1.96 -3.56
C -2.92 2.95 -3.37
H -4.37 -1.76 -6.96
H -3.33 -1.07 -8.20
H -5.61 0.39 -6.78
H -5.58 -0.13 -8.47
H -4.49 1.15 -7.90
H -2.27 -1.14 -2.42
H -1.06 0.13 -2.25
H -0.73 -2.24 -4.15
H -0.02 -2.15 -2.53
H 0.46 -1.01 -3.80
H -4.11 1.27 -2.71
H -5.00 2.49 -3.62
H -2.00 2.46 -3.06
H -3.18 3.69 -2.61
H -2.70 3.47 -4.31
O 3.24 1.35 2.81
P 4.64 0.85 2.63
O 4.30 -0.76 2.80
C 3.68 -1.46 1.73
C 4.67 -1.81 0.63
O 5.13 1.19 4.17
C 4.63 2.33 4.87
C 3.58 1.91 5.88
O 6.21 0.39 2.36
C 7.27 1.36 2.49
C 8.07 1.08 3.75
H 2.84 -0.88 1.33
H 3.27 -2.38 2.15
H 5.02 -0.90 0.12
H 4.21 -2.45 -0.12
H 5.54 -2.31 1.04
H 4.24 3.08 4.19
H 5.48 2.78 5.40
H 2.77 1.36 5.40
H 3.16 2.78 6.39
H 4.02 1.24 6.63
H 6.88 2.38 2.48
H 7.92 1.25 1.62
H 7.54 1.43 4.64
H 9.03 1.60 3.71
H 8.24 0.02 3.87

Mulliken population analysis, charges in e, atoms 1 to 5: -0.534 0.443 -0.598 -0.605 -0.458

=====

Below is C17H39MnOP3S as an isolated structure at a distorted geometry, with properties calculated with the ωB97M-V functional and the def2-TZVPD basis.

Results
Relative energy (zero: lowest compared OMol25 entry of this formula, charge and spin) (kcal/mol): 7.3
2S+1: 5
Highest occupied orbital energy (alpha / beta) (eV): -16.94 / -17.07
Frontier orbital gap (alpha / beta) (Ha): 0.169 / 0.202
Net charge: +3

Geometry (Å):
Mn -1.53 -0.50 -1.43
P -0.54 1.38 1.92
P -2.87 -1.05 0.20
P 3.29 1.14 0.73
H 0.97 -1.90 -5.21
C 1.89 -1.99 -4.64
C 2.06 -2.91 -3.69
H 1.34 -3.72 -3.54
C -0.97 3.05 1.25
C -1.99 1.23 3.06
C 0.58 1.90 3.28
C -3.58 -2.44 -0.75
C -3.43 -1.43 1.86
C -3.79 0.48 -0.35
C 4.50 0.75 -0.54
C 3.77 0.54 2.34
C 2.85 2.88 0.63
H 2.71 -1.32 -4.92
H 3.00 -3.01 -3.13
H -1.29 3.68 2.09
H -1.80 2.93 0.54
H -0.10 3.48 0.75
H -2.02 2.13 3.69
H -1.81 0.35 3.69
H -2.93 1.14 2.51
H 0.07 2.66 3.88
H 1.53 2.31 2.91
H 0.77 1.02 3.90
H -4.59 -2.55 -0.34
H -2.99 -3.35 -0.55
H -3.61 -2.26 -1.83
H -4.26 -0.76 2.14
H -2.60 -1.33 2.56
H -3.79 -2.46 1.87
H -4.82 0.18 -0.60
H -3.32 0.95 -1.24
H -3.81 1.22 0.46
H 5.28 1.51 -0.55
H 3.98 0.71 -1.51
H 4.93 -0.24 -0.35
H 4.74 0.96 2.63
H 3.84 -0.55 2.30
H 3.03 0.79 3.11
H 3.76 3.45 0.37
H 2.45 3.28 1.57
H 2.11 3.03 -0.16
C 0.78 -1.11 -1.92
C 0.58 0.14 -2.56
C -0.62 0.40 -3.26
C -1.49 -0.69 -3.59
C -1.22 -1.98 -3.09
C -0.21 -2.13 -2.12
S 2.15 -1.50 -1.07
H 2.24 0.24 0.34
H 1.42 0.83 -2.55
H -0.86 1.41 -3.59
H -2.43 -0.49 -4.08
H -1.86 -2.81 -3.33
H 0.04 -3.11 -1.69
O 0.12 -1.36 3.52
H 0.81 -1.20 4.19
H -0.50 -2.00 3.91

Mulliken population analysis, charges in e, atoms 1 to 5: -0.024 0.633 1.015 1.126 0.336

=====

Below is a 4-piece molecular cluster, C17H39N2O16P2 overall at a distorted geometry, with properties calculated with the ωB97M-V functional and the def2-TZVPD basis.

Results
2S+1: 1
Highest occupied orbital energy (eV): -12.32
Frontier orbital gap (Ha): 0.320
Net charge: +1

Geometry (Å):
N 3.48 -2.12 -0.74
C 3.74 -0.82 -0.20
O 3.67 0.12 -1.24
C 4.15 1.34 -0.76
C 3.26 1.88 0.34
N 3.16 0.87 1.49
P 2.15 1.50 2.88
P 1.00 3.17 2.04
O 1.87 4.27 1.68
O -0.04 3.51 3.20
O 0.08 2.66 0.85
C 2.67 -0.43 0.86
C 2.42 -1.57 1.85
O 1.30 -2.30 1.43
C 0.10 -1.70 1.81
O -0.91 -2.34 1.12
C -2.16 -1.81 1.49
C -2.47 -0.43 0.85
O -1.58 -0.13 -0.22
H 3.88 -2.19 -1.67
H 3.90 -2.85 -0.18
H 4.73 -0.76 0.28
H 4.19 2.08 -1.55
H 5.17 1.23 -0.36
H 3.63 2.84 0.70
H 2.26 1.98 -0.06
H 4.11 0.78 1.85
H 1.17 0.50 2.97
H 0.24 3.22 4.08
H -0.76 2.29 1.15
H 1.78 -0.17 0.29
H 3.25 -2.26 1.88
H 2.26 -1.22 2.88
H 0.06 -0.62 1.53
H -0.07 -1.77 2.90
H -2.94 -2.52 1.21
H -2.17 -1.69 2.58
H -3.50 -0.46 0.48
H -2.42 0.36 1.61
H -2.09 0.07 -1.00
C 2.68 2.87 -6.12
O 1.48 2.77 -5.35
C 1.66 2.56 -4.06
O 2.71 2.44 -3.49
O 0.46 2.49 -3.47
C 0.52 2.25 -2.07
H 2.37 3.05 -7.14
H 3.29 3.71 -5.77
H 3.25 1.95 -6.06
H 1.05 3.05 -1.56
H 0.99 1.28 -1.88
H -0.51 2.22 -1.71
C -1.30 -5.17 4.90
O -1.67 -3.84 5.27
C -2.12 -3.73 6.53
O -2.22 -4.62 7.32
O -2.43 -2.45 6.75
C -2.93 -2.19 8.06
H -0.96 -5.12 3.87
H -0.49 -5.53 5.53
H -2.16 -5.84 4.97
H -2.18 -2.45 8.81
H -3.84 -2.75 8.24
H -3.14 -1.12 8.10
C -1.78 1.48 -5.23
O -2.78 0.45 -5.23
C -3.93 0.80 -5.83
O -4.16 1.86 -6.33
O -4.76 -0.23 -5.76
C -6.04 0.00 -6.37
H -0.92 1.06 -4.73
H -1.51 1.75 -6.24
H -2.13 2.36 -4.69
H -5.92 0.21 -7.43
H -6.55 0.82 -5.88
H -6.60 -0.92 -6.24

Mulliken population analysis, charges in e, atoms 1 to 5: -0.561 -0.428 -0.449 -0.908 -0.244

=====

Below is C17H39O7P2S4SbTi as an isolated structure at a distorted geometry, with properties calculated with the ωB97M-V functional and the def2-TZVPD basis.

Results
Relative energy (zero: lowest compared OMol25 entry of this formula, charge and spin) (kcal/mol): 36.0
2S+1: 1
Highest occupied orbital energy (alpha / beta) (eV): -5.98 / -5.98
Frontier orbital gap (alpha / beta) (Ha): 0.180 / 0.180

Geometry (Å):
Ti 1.02 1.15 0.68
C 4.36 -1.95 -0.71
C 5.16 -1.45 0.21
S 3.11 0.62 1.67
C 3.65 2.37 1.83
C 4.14 2.87 0.48
S 3.02 2.19 -0.80
C 2.52 3.68 -1.78
C 1.01 3.72 -2.00
S 0.16 2.11 -1.97
C 1.17 1.06 -3.11
C 1.06 -0.39 -2.68
S 1.34 -0.70 -0.89
H 4.32 -1.56 -1.71
H 3.69 -2.77 -0.49
H 5.19 -1.83 1.22
H 5.82 -0.63 -0.01
H 2.79 2.95 2.17
H 4.45 2.42 2.57
H 4.16 3.95 0.41
H 5.13 2.46 0.26
H 2.85 4.57 -1.24
H 3.05 3.63 -2.73
H 0.51 4.26 -1.19
H 0.79 4.20 -2.96
H 0.78 1.18 -4.12
H 2.20 1.41 -3.06
H 0.07 -0.78 -2.92
H 1.81 -0.98 -3.20
O -1.76 4.11 1.13
P -1.02 2.71 1.15
O -1.65 1.71 0.25
O 0.44 2.97 0.90
O -1.23 2.24 2.68
P -0.23 1.04 3.20
O 1.09 1.93 3.45
O -0.74 0.44 4.42
O 0.07 0.20 1.97
H -2.68 4.03 1.38
H 1.28 1.93 4.40
C -3.84 -2.72 1.51
C -3.40 -1.27 1.38
C -3.14 -0.67 2.74
Sb -1.56 -1.07 0.04
C -0.79 -3.20 0.23
C -0.20 -3.70 -1.07
C 0.22 -3.18 1.37
C -2.73 -0.95 -1.92
C -3.64 -2.14 -2.13
C -3.49 0.36 -1.95
H -4.80 -2.75 2.02
H -3.13 -3.29 2.10
H -3.96 -3.20 0.54
H -4.16 -0.70 0.85
H -2.32 -1.17 3.25
H -4.03 -0.77 3.37
H -2.89 0.38 2.67
H -1.66 -3.80 0.50
H 0.69 -3.12 -1.33
H -0.91 -3.63 -1.88
H 0.09 -4.75 -0.96
H 1.04 -2.49 1.15
H 0.64 -4.18 1.52
H -0.25 -2.86 2.29
H -1.97 -0.94 -2.70
H -4.46 -2.14 -1.41
H -3.11 -3.08 -2.05
H -4.08 -2.09 -3.13
H -4.31 0.35 -1.22
H -3.92 0.53 -2.93
H -2.83 1.19 -1.70

Mulliken population analysis, charges in e, atoms 1 to 5: 0.147 -0.283 -0.575 -0.254 -0.541